1.
C31H39AuF6N5O7S2 as an isolated structure, computed with ωB97M-V with the def2-TZVPD basis set.

Multiplicity: 3
Lowest unoccupied orbital energy (alpha / beta): -2.58 / -4.75 eV
Max |F|: 0.1 eV/A
Energy above the lowest of the compared OMol25 structures with the same formula, charge and spin: 0.000 eV
DFT total energy: -3536.18381 Eh
<S²>: 2.008
Orbital gap (alpha / beta): 7.56 / 6.57 eV
Charge: +1

Each line ends with the Löwdin charge.
CARTESIAN COORDINATES (ANGSTROEM)
Au (-0.03391, 0.07849, 0.54900)  1.20
O (-3.30566, -6.12183, 0.35176)  -0.05
C (-4.05604, -4.94128, 0.17351)  -0.20
C (-3.14386, -3.75243, 0.28223)  -0.16
C (-3.64487, -2.46932, 0.09412)  0.01
C (-2.79048, -1.39385, 0.21177)  -0.09
N (-1.50175, -1.55656, 0.50131)  0.01
C (-0.98996, -2.78095, 0.66106)  -0.17
C (-1.79462, -3.90536, 0.56370)  0.07
C (0.47376, -2.85141, 0.92766)  -0.17
C (1.13713, -4.04497, 1.14142)  0.07
C (2.50841, -4.04092, 1.37464)  -0.15
C (3.24988, -5.34371, 1.55236)  -0.19
O (2.43786, -6.37872, 2.06704)  -0.04
C (3.16778, -2.82313, 1.41043)  0.03
C (2.44404, -1.66589, 1.19194)  -0.08
N (1.13664, -1.68253, 0.94376)  0.00
H (-3.89524, -6.88060, 0.32468)  0.10
H (-4.83976, -4.84525, 0.93352)  0.14
H (-4.54155, -4.91860, -0.80864)  0.14
H (-4.68815, -2.30358, -0.14071)  0.13
H (-3.11406, -0.36993, 0.08134)  0.11
H (-1.39636, -4.89879, 0.69338)  0.12
H (0.61145, -4.98786, 1.13572)  0.12
H (4.14575, -5.18127, 2.15700)  0.13
H (3.58456, -5.68304, 0.56991)  0.14
H (2.30937, -6.23876, 3.01088)  0.10
H (4.23103, -2.75330, 1.59499)  0.10
H (2.92952, -0.69950, 1.22253)  0.11
C (-0.62469, 6.57492, -1.57609)  -0.03
N (0.01714, 5.41999, -2.21362)  -0.20
C (-0.72441, 4.87128, -3.34538)  -0.08
C (0.85011, 4.62709, -1.50940)  -0.65
S (0.68141, 2.92245, -1.72146)  1.06
N (1.73849, 5.15957, -0.68450)  -0.17
C (2.17235, 6.55016, -0.79204)  -0.02
C (2.50541, 4.35401, 0.26105)  -0.03
H (-1.70500, 6.43966, -1.63702)  0.10
H (-0.35867, 7.50728, -2.07395)  0.10
H (-0.35520, 6.62790, -0.52574)  0.09
H (-1.03680, 5.70055, -3.97730)  0.10
H (-1.61051, 4.32206, -3.01599)  0.10
H (-0.08717, 4.21372, -3.93319)  0.08
H (1.89468, 6.95999, -1.75854)  0.09
H (3.25810, 6.56349, -0.70553)  0.10
H (1.75504, 7.16682, 0.00419)  0.10
H (2.07906, 3.36219, 0.37326)  0.03
H (2.49632, 4.85233, 1.23018)  0.11
H (3.53733, 4.26754, -0.08595)  0.10
C (-3.10620, 3.13184, 1.22038)  0.02
C (-1.84818, 2.33227, 1.56848)  -0.48
O (-1.45877, 1.60382, 0.47169)  -0.28
C (-2.18248, 1.42735, 2.78472)  -0.57
F (-3.06646, 0.48236, 2.41745)  0.14
F (-1.10323, 0.78375, 3.26638)  0.13
F (-2.72896, 2.09971, 3.80435)  0.16
C (-0.73774, 3.32843, 1.97955)  -0.55
F (0.45063, 2.73359, 2.15276)  0.14
F (-1.01284, 4.00582, 3.10220)  0.17
F (-0.56457, 4.25629, 1.00623)  0.12
H (-3.92290, 2.43738, 1.03392)  0.10
H (-2.90952, 3.68726, 0.30629)  0.09
H (-3.39460, 3.81840, 2.01494)  0.10
C (11.87167, 0.83716, 1.79637)  -0.04
C (10.50487, 0.37316, 1.37993)  -0.26
C (10.28034, -0.95254, 1.02472)  -0.02
C (9.01375, -1.39316, 0.67083)  -0.04
C (7.96491, -0.48818, 0.67070)  -0.30
C (8.16124, 0.84309, 1.01976)  -0.05
C (9.42892, 1.26373, 1.36965)  -0.03
S (6.35099, -1.03645, 0.26212)  0.65
O (6.38145, -2.46527, 0.08846)  -0.30
O (5.38771, -0.49645, 1.18908)  -0.29
N (6.07287, -0.25506, -1.16832)  -0.13
C (4.66185, -0.29656, -1.61056)  -0.20
C (3.88333, 0.90628, -1.08244)  -0.10
C (2.40387, 0.59739, -0.97349)  -0.74
O (1.86944, -0.22985, -1.69302)  0.03
O (1.76500, 1.28373, -0.05210)  -0.29
H (12.65063, 0.20379, 1.37513)  0.08
H (11.96790, 0.80333, 2.88350)  0.09
H (12.05266, 1.86443, 1.48226)  0.08
H (11.10648, -1.65247, 1.02635)  0.12
H (8.83213, -2.42473, 0.40265)  0.11
H (7.32584, 1.53062, 1.01958)  0.12
H (9.59346, 2.29869, 1.64318)  0.12
H (6.71299, -0.61213, -1.86903)  0.12
H (4.17478, -1.22203, -1.29476)  0.11
H (4.66676, -0.31210, -2.69796)  0.13
H (4.00392, 1.77069, -1.74194)  0.13
H (4.25502, 1.19110, -0.10056)  0.10

2.
C31H39CrN4O2Se as an isolated structure, computed with ωB97M-V with the def2-TZVPD basis set.

Multiplicity: 4
Lowest unoccupied orbital energy (alpha / beta): -6.17 / -6.10 eV
Max |F|: 0.9 eV/A
DFT total energy: -5019.62807 Eh
<S²>: 3.820
Orbital gap (alpha / beta): 6.15 / 6.32 eV
Charge: +2

Each line ends with the natural charge from an NBO analysis.
CARTESIAN COORDINATES (ANGSTROEM)
Cr (-0.03321, -0.76594, 0.63763)  1.30
C (0.23441, -2.60190, 2.88348)  -0.25
N (0.88629, -1.32674, 2.43544)  -0.49
C (2.30849, -1.57501, 2.01678)  -0.26
C (2.26561, -2.47810, 0.80344)  0.21
C (3.25173, -3.38617, 0.50351)  -0.23
C (3.08653, -4.20605, -0.60711)  -0.11
C (1.93080, -4.10713, -1.36656)  -0.18
C (0.98752, -3.16435, -1.02033)  0.06
N (1.15790, -2.35303, 0.03411)  -0.56
C (0.74160, -0.22454, 3.44334)  -0.26
C (-0.45551, 0.64701, 3.14808)  0.23
C (-0.99937, 1.45341, 4.12183)  -0.23
C (-2.11977, 2.20982, 3.81955)  -0.09
C (-2.68700, 2.10853, 2.55653)  -0.23
C (-2.09299, 1.28685, 1.62765)  0.07
N (-0.97449, 0.59207, 1.90342)  -0.57
C (-1.20488, -2.67366, 2.43444)  0.20
C (-2.15723, -3.39041, 3.11709)  -0.22
C (-3.43988, -3.47249, 2.59320)  -0.09
C (-3.72599, -2.84192, 1.39452)  -0.22
C (-2.73404, -2.12621, 0.75775)  0.06
N (-1.49163, -2.03449, 1.27541)  -0.53
H (0.32273, -2.71821, 3.95732)  0.24
H (0.76331, -3.43318, 2.42852)  0.24
H (2.89439, -2.02204, 2.81792)  0.23
H (2.74923, -0.61140, 1.75938)  0.26
H (4.12985, -3.46545, 1.13713)  0.25
H (3.85270, -4.93008, -0.86576)  0.25
H (1.75945, -4.74603, -2.22558)  0.25
H (0.08151, -3.02028, -1.59368)  0.24
H (0.65116, -0.64189, 4.44188)  0.23
H (1.63956, 0.38585, 3.41883)  0.28
H (-0.55517, 1.47971, 5.11055)  0.25
H (-2.55947, 2.85719, 4.57104)  0.25
H (-3.57985, 2.65984, 2.28817)  0.25
H (-2.49545, 1.16024, 0.63210)  0.24
H (-1.89556, -3.88764, 4.04373)  0.25
H (-4.20873, -4.02664, 3.12181)  0.25
H (-4.71348, -2.88898, 0.95082)  0.26
H (-2.90134, -1.61023, -0.17781)  0.25
C (3.24049, 2.13359, 2.74075)  -0.26
O (2.11589, 1.63850, 2.01058)  -0.58
C (1.96625, 2.28601, 0.74104)  -0.09
C (2.70385, 1.55370, -0.33125)  -0.09
O (1.99707, 0.35042, -0.67247)  -0.57
C (2.49007, -0.20922, -1.89234)  -0.25
H (3.11094, 3.19178, 2.96980)  0.20
H (4.17137, 1.99992, 2.18660)  0.19
H (3.30954, 1.57867, 3.67577)  0.19
H (2.30918, 3.32029, 0.79125)  0.21
H (0.90665, 2.29251, 0.49827)  0.21
H (3.71156, 1.29951, 0.01433)  0.19
H (2.79592, 2.18391, -1.21702)  0.21
H (2.56659, 0.56705, -2.65170)  0.20
H (3.47213, -0.66639, -1.74123)  0.19
H (1.77601, -0.94673, -2.23668)  0.20
C (-1.97881, 3.94653, -5.88119)  -0.63
C (-1.71120, 2.92763, -4.78869)  0.02
C (-1.40723, 1.60880, -5.08828)  -0.20
C (-1.18216, 0.64824, -4.10547)  -0.05
C (-0.84355, -0.76524, -4.53528)  -0.63
C (-1.27252, 1.04286, -2.76886)  -0.07
Se (-1.06291, -0.42240, -1.52591)  -0.22
C (-1.55542, 2.35864, -2.42208)  -0.07
C (-1.66815, 2.85215, -1.00129)  -0.62
C (-1.76899, 3.28050, -3.44942)  -0.20
H (-1.82470, 3.52161, -6.87542)  0.23
H (-1.32557, 4.81711, -5.77902)  0.23
H (-3.00849, 4.30858, -5.82766)  0.23
H (-1.34229, 1.30468, -6.13144)  0.22
H (-0.87620, -0.84650, -5.62274)  0.23
H (-1.54007, -1.49605, -4.12084)  0.22
H (0.16012, -1.05049, -4.20360)  0.21
H (-1.29090, 2.11828, -0.29593)  0.18
H (-2.71142, 3.06833, -0.74203)  0.22
H (-1.10641, 3.78057, -0.86838)  0.23
H (-1.99634, 4.31234, -3.18174)  0.22

3.
A 6-piece molecular cluster, C31H39F3I2NO16 overall at a distorted geometry, computed with ωB97M-V with the def2-TZVPD basis set.

Multiplicity: 1
Lowest unoccupied orbital energy: -4.66 eV
Max |F|: 9.3 eV/A
DFT total energy: -3357.47868 Eh
Orbital gap: 6.48 eV
Charge: +1

Each line ends with the Löwdin charge.
CARTESIAN COORDINATES (ANGSTROEM)
O (2.33760, 2.14735, -0.02925)  -0.13
C (1.34843, 2.12429, 0.90692)  -0.67
I (1.58638, 2.68771, 3.01050)  0.83
C (-0.12111, 1.57462, 0.32772)  -0.15
C (-0.04914, -0.08406, 0.52928)  -0.04
C (-0.28011, -0.58876, 2.10697)  0.07
N (-0.19514, -2.07613, 2.40988)  0.01
C (0.08749, -3.14385, 1.34249)  -0.49
I (0.23248, -5.30038, 1.87487)  0.93
C (0.30826, -2.75712, -0.25442)  0.01
C (0.25703, -1.14568, -0.69724)  -0.03
C (0.47011, -0.64289, -2.24299)  -0.15
C (2.01239, -0.71631, -2.79366)  -0.10
C (3.08232, -1.42903, -1.77634)  -0.09
F (3.43678, -0.95325, -0.40988)  -0.06
C (3.82954, -2.65931, -2.25629)  0.03
F (3.27124, -4.05325, -2.12065)  -0.01
F (5.15162, -2.42082, -2.91883)  0.00
H (-1.03356, 2.01672, 0.94686)  0.13
H (-0.29865, 1.89323, -0.78412)  0.10
H (-0.46837, 0.18581, 2.97588)  0.11
H (-0.34564, -2.35653, 3.41593)  0.09
H (0.52711, -3.56703, -1.09332)  0.12
H (0.09301, 0.47407, -2.39169)  0.11
H (-0.18323, -1.36400, -2.93259)  0.14
H (2.01985, -1.36345, -3.79575)  0.15
H (2.35764, 0.39888, -3.02767)  0.15
C (-4.69450, -3.65700, 5.78724)  -0.01
C (-3.21859, -3.50309, 6.09233)  -0.34
C (-2.71523, -2.09737, 5.95930)  -0.10
O (-1.33708, -2.29758, 5.68796)  0.06
C (-1.24015, -3.51348, 5.07096)  -0.52
O (-0.23327, -3.93490, 4.52932)  -0.01
O (-2.42569, -4.19268, 5.13980)  0.10
H (-4.95984, -3.16481, 4.84559)  0.09
H (-4.95347, -4.71434, 5.67091)  0.09
H (-5.30715, -3.22892, 6.58653)  0.10
H (-2.99356, -3.92413, 7.08001)  0.17
H (-2.84860, -1.51563, 6.87622)  0.15
H (-3.15683, -1.54980, 5.11979)  0.14
C (0.03510, 6.52747, -3.83028)  -0.01
C (-0.76654, 5.24260, -3.86965)  -0.33
C (-0.36352, 4.24420, -2.82663)  -0.12
O (-0.76394, 3.01744, -3.41632)  0.03
C (-0.71083, 3.20657, -4.76907)  -0.51
O (-0.81056, 2.31660, -5.59539)  0.13
O (-0.52730, 4.52814, -5.07125)  0.08
H (1.11034, 6.32465, -3.78451)  0.07
H (-0.13400, 7.11261, -4.74001)  0.10
H (-0.24003, 7.13524, -2.96288)  0.10
H (-1.83922, 5.46789, -3.82435)  0.17
H (-0.87813, 4.40189, -1.87413)  0.14
H (0.71651, 4.20591, -2.64867)  0.14
C (5.68596, 0.98001, -0.46930)  -0.02
C (6.97729, 1.10678, 0.31267)  -0.35
C (6.83839, 0.78210, 1.76951)  -0.11
O (7.90553, 1.52018, 2.34351)  0.06
C (8.12013, 2.58893, 1.51875)  -0.50
O (8.83596, 3.53725, 1.78906)  0.14
O (7.42113, 2.45329, 0.35061)  0.09
H (4.86222, 1.49510, 0.03618)  0.07
H (5.78761, 1.44558, -1.45494)  0.10
H (5.40870, -0.07030, -0.60141)  0.07
H (7.76483, 0.51006, -0.16394)  0.16
H (6.95313, -0.28657, 1.97380)  0.14
H (5.89912, 1.13267, 2.21052)  0.14
C (-7.91527, -6.84429, 3.99921)  -0.02
C (-8.66168, -6.09379, 5.08304)  -0.35
C (-9.82634, -5.29719, 4.57698)  -0.11
O (-9.94845, -4.28563, 5.56432)  0.07
C (-8.69819, -4.10688, 6.08722)  -0.50
O (-8.38411, -3.19305, 6.82956)  0.13
O (-7.84568, -5.08913, 5.66300)  0.06
H (-7.68724, -6.19302, 3.14878)  0.09
H (-6.95576, -7.21072, 4.37819)  0.09
H (-8.50037, -7.69509, 3.63690)  0.09
H (-8.95766, -6.78456, 5.88221)  0.17
H (-10.74402, -5.88954, 4.51427)  0.15
H (-9.64322, -4.81623, 3.61015)  0.14
C (3.99994, 3.19301, -7.62526)  -0.02
C (3.25353, 3.94351, -6.54143)  -0.35
C (2.08887, 4.74011, -7.04749)  -0.10
O (1.96676, 5.75167, -6.06015)  0.03
C (3.21702, 5.93042, -5.53725)  -0.50
O (3.53110, 6.84424, -4.79492)  0.14
O (4.06953, 4.94817, -5.96147)  0.09
H (4.22797, 3.84427, -8.47569)  0.09
H (4.95946, 2.82657, -7.24628)  0.09
H (3.41485, 2.34221, -7.98757)  0.09
H (2.95756, 3.25273, -5.74226)  0.16
H (1.17119, 4.14775, -7.11020)  0.14
H (2.27200, 5.22106, -8.01432)  0.15